No. 1
Computed, not measured: a structure of composition C58H47ClGeN4O3P2PdSTe at a distorted geometry, with the ωB97M-V functional and the def2-TZVPD basis.

Positions of all 119 atoms, in Å:
Pd 0.3200 0.3620 0.2881
Te 0.9065 1.3646 -4.4943
C -0.1998 -0.0819 -5.6538
C -1.5185 0.1488 -6.0137
C -2.2021 -0.8506 -6.6890
N -1.6671 -2.0186 -7.0013
C -0.4067 -2.2300 -6.6636
C 0.3733 -1.2975 -5.9971
C 0.2049 0.4084 -2.7412
P -0.9050 1.2820 -1.6392
C -1.8973 2.3710 -2.7382
C -1.3133 3.5578 -3.1786
C -1.9682 4.3789 -4.0799
C -3.2286 4.0330 -4.5410
C -3.8321 2.8748 -4.0809
C -3.1784 2.0529 -3.1789
C -2.2204 0.0411 -1.3308
C -2.5246 -0.9309 -2.2800
C -3.6203 -1.7524 -2.1004
C -4.4127 -1.6225 -0.9702
C -4.0958 -0.6796 -0.0069
C -3.0091 0.1566 -0.1888
P 1.2635 -0.6073 -1.7000
C 2.7082 -0.9864 -2.7510
C 3.5555 0.0680 -3.0907
C 4.5769 -0.1207 -4.0039
C 4.7619 -1.3627 -4.5898
C 3.9834 -2.4339 -4.1849
C 2.9814 -2.2564 -3.2503
C 0.4498 -2.2291 -1.6697
C 0.2913 -2.9319 -0.3553
C 0.0883 -4.3988 -0.5386
C -0.2478 -4.9423 -1.7286
C -0.3725 -4.1478 -2.8880
C 0.0134 -2.8154 -2.8348
H -2.0012 1.0847 -5.7707
H -3.2309 -0.7083 -6.9940
H -0.0009 -3.1953 -6.9391
H 1.4038 -1.5113 -5.7477
H -0.3381 3.8418 -2.8022
H -1.4952 5.2856 -4.4305
H -3.7465 4.6683 -5.2455
H -4.8165 2.5969 -4.4337
H -3.6729 1.1578 -2.8348
H -1.9212 -1.0077 -3.1741
H -3.8738 -2.4778 -2.8591
H -5.2836 -2.2490 -0.8505
H -4.7174 -0.5712 0.8681
H -2.8015 0.9384 0.5330
H 3.4217 1.0344 -2.6193
H 5.2220 0.7023 -4.2748
H 5.5185 -1.5028 -5.3480
H 4.1459 -3.4162 -4.6071
H 2.4095 -3.1103 -2.9206
H 1.1606 -2.7478 0.2978
H 0.1650 -5.0067 0.3483
H -0.4000 -6.0104 -1.8123
H -0.6632 -4.5946 -3.8266
H 0.0376 -2.2340 -3.7466
Cl -1.4011 -3.1941 1.8064
C -0.9258 -2.2961 0.3566
H -0.6667 -1.2286 0.6459
H -1.7929 -2.3339 -0.3034
C 3.2715 2.9220 4.9936
C 3.3984 3.1994 3.6428
C 3.1072 2.2215 2.7101
C 2.7296 0.9419 3.1026
C 2.6294 0.6735 4.4630
C 2.8814 1.6580 5.4021
Ge 2.1811 -0.3743 1.6860
C 3.9723 -0.8937 0.9353
C 4.0928 -1.8416 -0.0735
C 5.3280 -2.2287 -0.5623
C 6.4822 -1.6675 -0.0445
C 6.3815 -0.6966 0.9391
C 5.1405 -0.3141 1.4170
C 1.6514 -1.9599 2.8197
C 2.2864 -3.1938 2.7369
C 1.8869 -4.2583 3.5259
C 0.8614 -4.1026 4.4414
C 0.2145 -2.8832 4.5363
C 0.5917 -1.8376 3.7141
H 3.4667 3.6904 5.7283
H 3.7081 4.1855 3.3226
H 3.1564 2.4473 1.6500
H 2.3240 -0.3132 4.7883
H 2.7646 1.4430 6.4563
H 3.2006 -2.2957 -0.4890
H 5.3959 -2.9674 -1.3502
H 7.4524 -1.9818 -0.4051
H 7.2799 -0.2383 1.3325
H 5.0730 0.4449 2.1853
H 3.1153 -3.3185 2.0493
H 2.3881 -5.2137 3.4309
H 0.5681 -4.9242 5.0803
H -0.5980 -2.7513 5.2380
H 0.0320 -0.9118 3.7678
O -7.2702 5.8183 5.5830
S -5.9752 6.0303 4.9692
O -6.0003 6.2296 3.5334
O -5.0636 6.8939 5.7068
C -5.0733 4.4340 5.2033
N -5.3619 3.7743 6.3027
C -4.6231 2.7053 6.5603
C -3.5749 2.3240 5.7435
C -3.3673 3.0869 4.5888
N -4.1459 4.1417 4.3290
C -2.3407 2.7468 3.6123
C -2.4133 3.2094 2.2941
C -1.4597 2.8029 1.3810
N -0.4464 1.9831 1.6930
C -0.3397 1.6116 2.9685
C -1.2423 1.9548 3.9471
H -4.8969 2.1378 7.4405
H -2.9736 1.4604 5.9752
H -3.2152 3.8745 2.0145
H -1.4957 3.1520 0.3497
H 0.5317 1.0317 3.2290
H -1.0617 1.6197 4.9541

Output
* relative energy (zero: lowest compared OMol25 entry of this formula, charge and spin): 3.007 eV
* HOMO level (spin up / spin down): -5.2098 / -5.2281 eV
* frontier orbital gap (spin up / spin down): 5.63 / 5.65 eV
* 2S+1: 2
* charge: -1

No. 2
Computed, not measured: a cluster of 2 separate species, C2H7NO5P2 in total at a distorted geometry, with the ωB97M-V functional and the def2-TZVPD basis.

Positions of all 17 atoms, in Å:
C 1.3008 -1.7102 0.3357
C 0.0880 0.2406 -0.0680
N 1.2325 -0.2787 0.1893
O 1.6039 2.3524 0.6391
O -2.6290 -0.0461 -0.6674
O -0.9661 -1.7783 -1.5250
O -0.8899 0.5331 -2.5137
O -0.8025 2.4409 1.3949
P 0.2279 2.2051 0.0995
P -1.2721 -0.3610 -1.1755
H 0.4517 -1.7352 1.1235
H 0.7601 -2.2281 -0.4538
H 2.1753 -2.1797 0.7271
H -0.9408 -0.6800 1.6950
H 1.8334 0.3237 0.6607
H -0.9705 1.3485 -1.9664
H -1.2028 1.5531 1.5050

Output
* HOMO level (spin up / spin down): 2.2916 / 0.4650 eV
* frontier orbital gap (spin up / spin down): 4.23 / 5.04 eV
* 2S+1: 3
* charge: -2

No. 3
Computed, not measured: a structure of composition Ba2FMn2 at a distorted geometry, with the ωB97M-V functional and the def2-TZVPD basis.

Positions of all 5 atoms, in Å:
Ba 2.8388 -0.3787 -0.3277
Ba -2.2653 -1.3075 0.3209
Mn -0.2442 1.0000 -2.0616
Mn -0.5131 0.9540 2.0726
F 0.1839 -0.2678 -0.0042

Output
* HOMO level (spin up / spin down): -45.2207 / -45.4535 eV
* frontier orbital gap (spin up / spin down): 12.85 / 12.99 eV
* 2S+1: 11
* charge: +7

No. 4
Computed, not measured: a cluster of 2 separate species, C5H11NO in total at a distorted geometry, with the ωB97M-V functional and the def2-TZVPD basis.

Positions of all 18 atoms, in Å:
N -1.6323 -2.1128 0.3623
C -0.6066 -1.1200 0.1686
C 0.3650 -1.2322 -0.7656
C 1.5461 -0.3720 -0.6461
C 1.5693 0.9677 -0.5848
C 2.8644 1.7506 -0.4456
H -2.5525 -1.7124 0.1655
H -1.4974 -2.7644 -0.4126
H -0.6231 -0.4340 1.0134
H 0.1643 -2.0970 -1.3848
H 2.4352 -1.0039 -0.7525
H 0.6617 1.4257 -0.9397
H 2.7050 2.6922 -0.9524
H 2.9860 1.9476 0.6215
H 3.6402 1.1253 -0.8681
H -3.6029 1.6710 0.7320
H -2.8415 0.7071 1.6380
O -3.0762 1.6268 1.5354

Output
* relative energy (zero: lowest compared OMol25 entry of this formula, charge and spin): 2.556 eV
* HOMO level: -8.2539 eV
* frontier orbital gap: 9.00 eV
* 2S+1: 1
* charge: 0

No. 5
Computed, not measured: a structure of composition C19H24N5OOsP at a distorted geometry, with the ωB97M-V functional and the def2-TZVPD basis.

Positions of all 51 atoms, in Å:
Os -0.1757 -0.2699 0.3028
C 0.7885 -1.4275 2.8576
N -0.4652 -1.4368 2.0639
C -1.6833 -0.9494 2.7628
C -2.6930 -0.7103 1.6844
N -2.2781 -0.3750 0.4454
C -3.4042 -0.4128 -0.3529
C -3.5874 -0.2488 -1.7358
C -4.8700 -0.4431 -2.2516
C -5.9488 -0.7969 -1.4351
C -5.8012 -0.9190 -0.0496
C -4.5137 -0.7535 0.4652
N -4.0111 -0.9172 1.7330
C 1.9014 -1.5179 1.8655
N 1.7508 -0.9243 0.6575
C 2.9040 -1.1971 -0.0433
C 3.3002 -0.8931 -1.3570
C 4.5190 -1.3874 -1.8003
C 5.3484 -2.1481 -0.9708
C 4.9648 -2.4826 0.3333
C 3.7519 -1.9775 0.7861
N 3.0678 -2.1450 1.9721
H 0.8309 -2.2365 3.5976
H 0.8560 -0.4728 3.3972
H -0.6461 -2.4126 1.7870
H -1.4585 -0.0193 3.3024
H -2.0594 -1.6725 3.5000
H -2.7567 -0.0192 -2.3892
H -5.0377 -0.3231 -3.3153
H -6.9166 -0.9792 -1.8841
H -6.6532 -1.1272 0.5863
H -4.5782 -1.1333 2.5499
H 2.6726 -0.2904 -1.9964
H 4.8394 -1.1792 -2.8102
H 6.3083 -2.4921 -1.3346
H 5.5784 -3.1409 0.9349
H 3.4189 -2.6516 2.7797
C -0.6143 3.8800 -1.0232
P 0.7746 2.7199 -1.1369
C 1.9561 3.0482 0.2125
C 1.5060 2.9041 -2.7878
O 0.2520 1.2525 -0.9602
H -0.2640 4.8514 -1.3692
H -0.9535 3.9782 0.0057
H -1.4312 3.5576 -1.6665
H 2.2350 4.1006 0.1830
H 2.8634 2.4548 0.1167
H 1.4796 2.8504 1.1735
H 2.2406 3.7111 -2.7644
H 0.7116 3.1844 -3.4795
H 1.9787 1.9904 -3.1423

Output
* HOMO level (spin up / spin down): -20.3128 / -20.2827 eV
* frontier orbital gap (spin up / spin down): 4.13 / 4.05 eV
* 2S+1: 1
* charge: +4